1.
180
Properties=species:S:1:pos:R:3:mulliken_charge:R:1 method="wB97M-V/def2-TZVPD" total_charge=0 relative_energy_kcal_mol=243.6 orbital_gap_ha=0.124 e_homo_ev=-7.58 fmax_ev_per_a=6.15 multiplicity=1
Cd 3.228 0.141 -3.272 0.951
C -2.964 -1.175 -2.072 -1.810
C -2.437 -0.326 -0.836 1.408
C -3.465 -0.829 0.262 -1.261
C -3.147 -0.402 1.707 -0.615
C -1.683 -0.843 2.018 -1.542
C -0.590 -0.438 1.052 1.792
N -1.060 -0.689 -0.375 0.510
O 0.084 -0.505 -1.304 -0.428
C 0.759 -1.135 1.400 -1.757
C -0.504 1.113 1.478 -1.989
C -2.616 1.128 -1.300 -1.608
H -2.912 -2.257 -1.956 0.378
H -2.400 -0.913 -2.967 0.442
H -3.980 -0.926 -2.380 0.407
H -3.710 -1.890 0.291 0.486
H -4.426 -0.362 0.046 0.448
H -3.722 -0.963 2.443 0.404
H -3.293 0.673 1.811 0.307
H -1.760 -1.930 2.048 0.418
H -1.387 -0.639 3.047 0.508
H 0.870 -1.360 2.461 0.476
H 1.698 -0.587 1.329 0.366
H 0.997 -2.057 0.870 0.352
H 0.102 1.220 2.378 0.463
H -1.378 1.733 1.677 0.317
H 0.025 1.585 0.649 0.488
H -2.318 1.808 -0.502 0.316
H -3.669 1.232 -1.561 0.420
H -2.119 1.414 -2.227 0.389
C 6.898 2.347 -5.248 0.704
F 7.015 1.990 -4.026 -0.195
F 6.347 3.595 -5.357 -0.235
F 8.056 2.357 -5.841 -0.222
S 5.797 1.006 -6.237 0.734
O 6.176 1.142 -7.641 -0.574
O 6.117 -0.251 -5.583 -0.578
N 4.172 1.388 -5.802 -0.213
S 3.686 1.980 -7.213 0.915
O 4.233 3.312 -7.386 -0.613
O 3.724 1.028 -8.330 -0.602
C 1.786 2.277 -6.769 0.515
F 1.234 1.056 -6.512 -0.225
F 1.696 3.009 -5.591 -0.192
F 1.245 2.863 -7.836 -0.183
C -3.447 -4.861 6.385 -0.907
C -3.419 -4.662 7.871 -0.148
O -3.237 -5.874 8.617 -0.517
H -2.730 -5.528 5.905 0.301
H -3.601 -3.898 5.899 0.267
H -4.397 -5.366 6.211 0.271
H -4.294 -4.074 8.148 0.253
H -2.595 -3.981 8.084 0.167
H -2.321 -5.881 8.904 0.315
C -3.026 3.044 6.432 -0.964
C -4.474 2.519 6.409 -0.179
O -5.381 3.143 7.311 -0.501
H -2.934 4.109 6.222 0.276
H -2.240 2.607 5.815 0.287
H -2.585 2.902 7.419 0.306
H -4.482 1.430 6.451 0.259
H -4.842 2.769 5.414 0.215
H -5.075 2.994 8.208 0.302
C 5.348 -7.933 -2.777 -1.046
C 3.904 -7.723 -2.284 -0.118
O 3.827 -6.333 -2.017 -0.475
H 5.700 -8.943 -2.991 0.365
H 6.044 -7.660 -1.983 0.257
H 5.620 -7.455 -3.718 0.253
H 3.750 -8.043 -1.253 0.222
H 3.106 -8.035 -2.958 0.292
H 2.914 -6.038 -1.986 0.247
C 0.040 6.884 2.464 -1.041
C 0.206 7.177 3.966 -0.064
O 0.731 8.416 4.173 -0.546
H 0.479 7.617 1.787 0.345
H -0.932 6.836 1.972 0.369
H 0.556 5.951 2.237 0.213
H 0.711 6.403 4.544 0.194
H -0.715 7.084 4.542 0.228
H 0.253 9.036 3.617 0.306
C 7.130 -3.203 -1.180 -1.073
C 6.050 -2.326 -0.532 -0.251
O 5.718 -1.060 -1.236 -0.388
H 6.976 -3.545 -2.203 0.278
H 7.270 -4.076 -0.544 0.342
H 8.088 -2.683 -1.157 0.308
H 6.382 -2.086 0.478 0.311
H 5.207 -3.013 -0.450 0.198
H 6.010 -0.423 -0.579 0.244
C 3.596 4.478 6.561 -0.983
C 4.012 3.748 5.280 -0.349
O 3.661 4.366 4.080 -0.466
H 4.115 4.244 7.490 0.320
H 2.529 4.258 6.608 0.238
H 3.601 5.568 6.558 0.359
H 3.636 2.752 5.513 0.272
H 5.070 3.492 5.325 0.289
H 3.960 5.277 4.120 0.317
C -7.336 5.500 -0.497 -1.135
C -6.777 6.291 0.625 -0.166
O -6.304 7.500 0.162 -0.499
H -6.652 5.030 -1.203 0.315
H -7.968 6.154 -1.098 0.336
H -8.059 4.789 -0.098 0.348
H -5.965 5.737 1.097 0.195
H -7.552 6.370 1.387 0.307
H -5.855 7.228 -0.643 0.299
C 4.428 -5.789 6.096 -1.172
C 3.834 -5.328 4.769 -0.067
O 4.897 -4.999 3.922 -0.491
H 5.183 -5.097 6.470 0.294
H 4.792 -6.807 5.959 0.327
H 3.646 -5.950 6.838 0.361
H 3.172 -4.522 5.084 0.183
H 3.320 -6.184 4.331 0.265
H 4.457 -5.070 3.072 0.303
C -4.906 1.798 -6.648 -0.954
C -5.644 2.960 -5.971 -0.026
O -6.325 3.719 -6.883 -0.512
H -5.429 0.859 -6.829 0.271
H -4.109 1.537 -5.952 0.253
H -4.335 2.116 -7.520 0.306
H -4.938 3.560 -5.396 0.130
H -6.305 2.592 -5.187 0.234
H -6.213 4.650 -6.675 0.301
C 1.384 -1.030 7.812 -0.980
C 2.696 -1.081 8.517 -0.161
O 2.892 -2.254 9.215 -0.540
H 1.363 -1.723 6.971 0.216
H 1.253 -0.070 7.313 0.311
H 0.602 -1.368 8.492 0.290
H 2.526 -0.338 9.297 0.207
H 3.544 -0.912 7.854 0.340
H 3.822 -2.408 9.395 0.316
C 3.510 5.598 -1.090 -1.135
C 2.893 4.404 -1.826 -0.089
O 3.728 3.296 -1.594 -0.432
H 2.817 6.416 -1.288 0.326
H 4.504 5.774 -1.501 0.333
H 3.629 5.485 -0.013 0.308
H 3.012 4.637 -2.884 0.209
H 1.822 4.264 -1.673 0.216
H 4.031 3.314 -0.683 0.257
C -6.612 -4.945 -6.369 -0.917
C -6.072 -5.671 -5.152 -0.128
O -7.117 -5.843 -4.172 -0.537
H -6.220 -3.928 -6.335 0.197
H -7.694 -5.024 -6.467 0.300
H -6.233 -5.253 -7.344 0.312
H -5.196 -5.158 -4.756 0.217
H -5.678 -6.641 -5.457 0.270
H -6.829 -6.416 -3.458 0.287
C -1.267 -7.470 0.255 -1.144
C -1.556 -6.204 -0.657 -0.029
O -0.360 -5.674 -1.262 -0.485
H -1.115 -8.400 -0.294 0.282
H -2.003 -7.686 1.030 0.350
H -0.334 -7.387 0.812 0.317
H -2.073 -5.437 -0.080 0.217
H -2.303 -6.648 -1.314 0.199
H -0.413 -4.716 -1.247 0.289
C -2.105 7.035 -3.399 -0.956
C -3.217 7.873 -3.984 -0.216
O -4.379 7.329 -3.493 -0.462
H -1.146 7.183 -3.894 0.363
H -2.330 5.986 -3.596 0.215
H -1.861 7.218 -2.352 0.248
H -3.212 7.928 -5.073 0.358
H -3.134 8.876 -3.565 0.186
H -5.054 7.379 -4.173 0.264
C 3.491 -4.152 -6.670 -1.113
C 2.571 -3.508 -5.712 -0.020
O 3.313 -2.960 -4.655 -0.450
H 3.171 -4.913 -7.383 0.359
H 4.336 -4.690 -6.241 0.282
H 4.022 -3.443 -7.305 0.264
H 1.842 -4.182 -5.263 0.161
H 1.910 -2.749 -6.131 0.274
H 3.892 -3.677 -4.384 0.210

---

2.
187
Properties=species:S:1:pos:R:3:mulliken_charge:R:1 method="wB97M-V/def2-TZVPD" total_charge=0 orbital_gap_ha=0.326 e_homo_ev=-8.71 fmax_ev_per_a=3.23 multiplicity=1
C -2.276 -4.785 1.726 0.539
O -2.880 -3.708 1.785 -0.532
N -2.451 -5.846 2.615 -0.510
N -1.349 -5.049 0.668 -0.257
H -2.933 -5.641 3.475 0.264
H -1.733 -6.612 2.675 0.211
H -1.339 -4.339 -0.052 0.088
H -1.152 -5.994 0.471 0.234
C 3.455 -2.720 -3.478 0.462
O 4.100 -3.578 -2.897 -0.617
N 3.350 -2.573 -4.868 -0.305
N 2.729 -1.596 -2.744 -0.029
H 3.675 -3.239 -5.483 0.198
H 2.930 -1.790 -5.302 0.172
H 2.465 -1.593 -1.742 0.058
H 1.935 -1.388 -3.345 0.082
C 0.131 2.493 4.252 0.499
O 1.198 2.942 3.832 -0.648
N -0.649 1.543 3.592 -0.066
N -0.540 2.907 5.419 -0.442
H -0.423 1.217 2.668 -0.185
H -1.318 0.990 4.052 0.227
H -0.221 3.617 6.049 0.233
H -1.524 2.742 5.601 0.152
C -1.987 -2.780 -4.655 0.468
O -1.684 -1.681 -4.152 -0.504
N -2.442 -2.949 -5.984 -0.419
N -2.061 -4.003 -3.935 -0.324
H -2.554 -2.211 -6.684 0.219
H -2.703 -3.861 -6.353 0.137
H -2.320 -4.830 -4.464 0.152
H -1.858 -4.038 -2.920 0.169
C 3.689 1.412 6.246 -1.611
C 2.702 0.280 5.828 1.272
C 2.972 -0.310 4.523 -0.020
O 2.810 -0.693 6.866 -0.619
H 4.645 0.914 6.318 0.433
H 3.489 1.784 7.246 0.411
H 3.704 2.265 5.574 0.276
H 1.682 0.690 5.710 -0.090
H 2.716 0.337 3.689 -0.306
H 2.302 -1.195 4.343 -0.444
H 4.005 -0.682 4.348 0.404
H 2.366 -1.526 6.670 0.349
C 2.403 3.687 -1.698 -0.712
C 3.740 3.133 -1.310 0.889
C 3.998 1.703 -1.774 -0.652
O 4.792 3.939 -1.859 -0.639
H 2.368 4.727 -1.372 0.405
H 1.542 3.172 -1.253 -0.290
H 2.357 3.542 -2.781 0.224
H 3.721 3.123 -0.204 0.237
H 5.076 1.575 -1.878 0.459
H 3.601 1.578 -2.798 -0.232
H 3.588 0.902 -1.164 0.001
H 5.348 4.153 -1.093 0.376
C 0.022 -2.603 3.914 -0.150
C -0.526 -2.882 5.325 0.338
C -0.936 -4.284 5.619 -1.196
O 0.611 -2.501 6.228 -0.463
H 0.147 -1.516 3.783 -0.222
H -0.725 -2.818 3.171 -0.068
H 1.010 -3.045 3.827 0.369
H -1.352 -2.187 5.526 0.209
H -1.745 -4.532 4.922 0.037
H -1.318 -4.273 6.635 0.494
H -0.145 -5.007 5.643 0.332
H 0.391 -2.579 7.135 0.260
C 5.439 -8.507 0.864 -1.482
C 4.242 -7.594 1.084 0.681
C 4.382 -6.166 0.579 -0.880
O 3.151 -5.519 1.012 -0.239
C 2.918 -4.189 0.539 -0.701
N 3.116 -8.239 0.349 -0.792
H 5.636 -8.639 -0.202 0.365
H 5.190 -9.501 1.199 0.378
H 6.319 -8.184 1.395 0.380
H 3.950 -7.525 2.123 0.214
H 4.631 -6.011 -0.474 0.404
H 5.215 -5.745 1.175 0.317
H 3.685 -3.479 0.903 0.317
H 1.905 -3.981 0.878 0.163
H 2.911 -4.138 -0.540 0.346
H 2.902 -9.131 0.810 0.245
H 2.337 -7.599 0.485 0.243
C -7.088 3.949 -5.545 -1.526
C -5.970 4.569 -4.773 0.654
C -4.874 3.570 -4.436 -0.166
O -5.377 2.564 -3.589 -0.437
C -4.552 1.410 -3.392 -0.462
N -5.409 5.616 -5.551 -0.668
H -7.898 4.569 -5.896 0.426
H -7.588 3.238 -4.856 0.267
H -6.721 3.308 -6.355 0.331
H -6.491 4.913 -3.879 0.098
H -4.152 4.205 -3.880 -0.060
H -4.392 3.160 -5.345 0.424
H -3.544 1.736 -3.111 0.131
H -4.540 0.841 -4.315 0.496
H -4.984 0.792 -2.575 0.044
H -6.034 6.345 -5.835 0.242
H -4.605 6.090 -5.179 0.195
C 2.359 1.733 -5.812 -1.512
C 1.110 1.193 -5.059 1.199
C -0.126 2.073 -5.351 -0.536
O 0.170 3.389 -4.873 -0.305
C -0.928 4.191 -4.494 -0.624
N 1.023 -0.243 -5.314 -0.002
H 3.329 1.543 -5.275 0.246
H 2.357 2.825 -5.930 0.356
H 2.601 1.261 -6.760 0.444
H 1.299 1.337 -3.997 -0.377
H -1.003 1.625 -4.844 0.116
H -0.350 2.086 -6.449 0.242
H -0.573 5.193 -4.185 0.352
H -1.433 3.664 -3.641 0.060
H -1.610 4.314 -5.319 0.380
H 0.937 -0.468 -6.285 0.302
H 0.207 -0.602 -4.831 -0.233
C 5.568 1.518 2.060 -0.823
C 6.731 2.455 2.125 0.681
C 7.575 2.256 0.859 -0.545
O 8.268 1.049 0.759 -0.359
C 9.608 1.133 1.352 -0.708
N 6.160 3.814 2.120 -0.547
H 6.026 0.504 1.972 0.393
H 4.999 1.683 1.141 -0.101
H 4.878 1.545 2.904 0.086
H 7.394 2.231 3.008 0.079
H 8.219 3.136 0.697 0.459
H 6.848 2.250 0.029 0.026
H 9.485 1.344 2.406 0.276
H 10.190 1.909 0.867 0.301
H 10.020 0.183 1.100 0.261
H 5.574 3.801 2.943 0.244
H 6.893 4.535 2.204 0.255
C -0.308 3.454 0.789 0.416
C -1.170 4.677 1.111 0.123
C -2.673 4.580 0.855 -1.016
O -2.979 4.076 -0.368 -0.043
C -4.319 4.047 -0.811 -0.425
N -1.006 5.046 2.484 -0.753
H -0.026 3.474 -0.264 -0.426
H -0.812 2.485 0.917 -0.570
H 0.587 3.461 1.430 0.562
H -0.716 5.468 0.475 0.264
H -3.049 5.621 0.922 0.296
H -3.146 3.998 1.658 0.353
H -4.615 5.100 -0.860 0.392
H -5.011 3.506 -0.135 0.295
H -4.436 3.532 -1.746 -0.203
H -0.048 4.936 2.755 0.377
H -1.537 4.391 3.102 0.305
C -9.531 -1.447 1.909 -1.402
C -8.069 -1.164 2.290 0.681
C -7.335 -0.529 1.147 -0.857
O -6.049 -0.117 1.520 -0.350
C -5.198 0.340 0.525 -0.501
N -8.078 -0.233 3.431 -0.722
H -9.901 -1.908 2.844 0.341
H -9.616 -2.183 1.110 0.363
H -10.111 -0.584 1.628 0.369
H -7.654 -2.160 2.537 0.164
H -7.922 0.285 0.715 0.333
H -7.173 -1.319 0.419 0.349
H -4.178 0.351 0.920 0.132
H -5.502 1.341 0.195 0.271
H -5.138 -0.279 -0.384 0.308
H -7.200 0.266 3.553 0.246
H -8.305 -0.712 4.309 0.246
C -1.260 0.263 -1.334 -0.117
C -0.851 -1.126 -0.780 0.885
C -0.644 -0.975 0.781 -0.537
O 0.236 0.011 1.124 1.429
C 1.598 -0.162 0.795 -0.462
N -1.864 -2.160 -1.194 -0.081
H -1.534 0.283 -2.383 0.249
H -0.615 1.090 -1.108 -0.302
H -2.192 0.485 -0.791 -0.203
H 0.072 -1.516 -1.209 -0.770
H -0.196 -1.917 1.161 -0.499
H -1.592 -0.652 1.181 0.274
H 1.827 0.014 -0.272 -0.423
H 1.967 -1.178 0.905 0.196
H 2.065 0.671 1.275 0.334
H -2.249 -1.858 -2.100 0.125
H -2.678 -2.190 -0.553 0.167

---

3.
89
Properties=species:S:1:pos:R:3:mulliken_charge:R:1 method="wB97M-V/def2-TZVPD" total_charge=+1 orbital_gap_ha="0.247 / 0.238" e_homo_ev="-10.77 / -10.54" fmax_ev_per_a=2.67 multiplicity=2
Ir -0.264 0.033 -0.130 4.772
O -6.516 0.673 3.652 -0.629
N -5.517 0.589 4.352 1.041
O -5.536 0.631 5.568 -0.620
C -4.237 0.439 3.728 -0.706
C -3.140 0.443 4.576 -0.462
C -1.839 0.289 4.089 1.089
C -0.702 0.209 4.928 -0.687
C 0.530 0.004 4.372 -1.418
C 0.642 -0.090 2.975 -0.116
N -0.397 0.024 2.176 0.016
C -1.628 0.184 2.686 -0.406
C -2.752 0.168 1.800 -0.658
N -2.519 -0.014 0.489 -0.138
C -3.532 -0.200 -0.348 -0.295
C -4.853 -0.103 0.067 -1.451
C -5.132 0.158 1.391 -0.548
C -4.076 0.267 2.315 0.862
H -3.304 0.565 5.636 0.601
H -0.834 0.283 5.996 0.508
H 1.417 -0.085 4.979 0.539
H 1.598 -0.284 2.512 0.654
H -3.297 -0.449 -1.371 0.744
H -5.649 -0.238 -0.647 0.489
H -6.151 0.254 1.737 0.647
O 1.800 5.511 1.849 -0.558
C 0.882 5.701 0.934 0.532
O 0.537 6.804 0.593 -0.577
C 0.242 4.504 0.296 -0.736
C -0.809 4.624 -0.609 0.416
Cl -1.490 6.105 -1.057 -0.159
N -1.148 3.378 -1.060 0.058
N -0.345 2.456 -0.476 0.180
C 0.516 3.110 0.332 -0.368
C 1.623 2.453 0.969 0.772
O 2.352 2.943 1.818 -0.860
O 1.872 1.177 0.514 0.378
C -2.064 3.001 -2.064 0.646
C -2.896 3.915 -2.711 -0.985
C -3.736 3.497 -3.727 -0.921
C -3.776 2.170 -4.119 -0.904
C -2.966 1.254 -3.469 -0.497
C -2.125 1.663 -2.452 0.862
H 2.063 4.568 1.994 0.391
H -2.900 4.950 -2.434 0.441
H -4.366 4.226 -4.211 0.435
H -4.433 1.851 -4.914 0.463
H -2.995 0.214 -3.763 0.367
H -1.507 0.943 -1.927 -0.188
I -1.248 -1.908 -5.843 0.152
C -0.032 -0.752 -4.574 -0.702
C 0.823 0.214 -5.082 -0.104
C 1.580 0.950 -4.186 -1.404
C 1.425 0.728 -2.826 -0.005
N 0.581 -0.183 -2.349 -0.082
C -0.114 -0.929 -3.201 -0.307
H 0.898 0.386 -6.145 0.447
H 2.272 1.699 -4.537 0.509
H 1.995 1.294 -2.103 0.570
H -0.759 -1.683 -2.771 0.551
O -0.862 -2.196 -0.598 -0.882
C 0.150 -2.650 0.005 0.196
O 0.989 -1.845 0.475 -0.786
C 0.323 -4.114 0.157 0.399
C 1.236 -4.616 1.081 -0.470
C 1.367 -5.981 1.239 -0.466
C 0.591 -6.830 0.459 -0.087
C -0.314 -6.342 -0.474 -0.660
C -0.448 -4.976 -0.620 -0.344
N 0.735 -8.268 0.626 1.022
O 1.497 -8.647 1.483 -0.609
O 0.085 -8.978 -0.104 -0.607
H 1.825 -3.929 1.666 0.504
H 2.055 -6.409 1.953 0.490
H -0.897 -7.034 -1.062 0.486
H -1.146 -4.563 -1.331 0.503
O 4.063 1.539 -0.423 -0.477
B 3.207 0.818 0.382 0.767
O 3.829 -0.239 0.981 -0.480
C 5.131 -0.175 0.565 0.830
C 6.208 -0.970 0.904 -1.118
C 7.432 -0.626 0.346 -0.579
C 7.571 0.463 -0.513 -0.490
C 6.492 1.262 -0.852 -1.241
C 5.276 0.925 -0.296 0.578
H 6.098 -1.804 1.573 0.524
H 8.305 -1.210 0.591 0.414
H 8.544 0.700 -0.915 0.413
H 6.594 2.111 -1.507 0.529